The following is a DFT calculation (wB97M-V/def2-TZVPD) of a molecular structure, C57H47N4O2P3Ti.

The calculation puts the electronic energy at -120902.182 eV. Its total charge is +2. The energy above the lowest of the compared OMol25 structures with the same formula, charge and spin comes out at 0.00 kcal per mole. For the highest occupied orbital energy, the calculation gives -12.71 eV. For the largest force on an atom, the calculation gives 0.44 eV/A.

Geometry (Å):
Ti -0.45 -0.55 0.14
C -2.21 2.43 0.20
P -2.82 0.73 0.29
C -3.48 0.56 1.98
C -2.88 1.23 3.05
C -3.38 1.08 4.34
C -4.47 0.25 4.57
C -5.07 -0.41 3.51
C -4.58 -0.26 2.22
C -4.32 0.59 -0.71
C -4.73 -0.66 -1.17
C -5.91 -0.79 -1.89
C -6.69 0.33 -2.14
C -6.29 1.57 -1.68
C -5.11 1.71 -0.96
C -0.84 2.41 0.81
C -0.08 3.43 1.28
C 1.10 2.86 1.84
C 1.01 1.51 1.69
C 1.96 0.44 2.13
P 0.99 -1.10 2.24
C 0.43 -1.17 3.96
C 0.43 -2.36 4.70
C -0.02 -2.36 6.01
C -0.46 -1.19 6.60
C -0.45 0.00 5.88
C -0.02 0.01 4.56
C 1.99 -2.56 1.93
C 1.34 -3.79 1.81
C 2.06 -4.94 1.56
C 3.44 -4.88 1.43
C 4.09 -3.66 1.53
C 3.37 -2.50 1.79
N -0.20 1.19 1.06
H -2.87 3.12 0.73
H -2.19 2.73 -0.85
H -2.03 1.88 2.89
H -2.93 1.61 5.16
H -4.87 0.14 5.57
H -5.94 -1.04 3.68
H -5.07 -0.77 1.40
H -4.12 -1.53 -0.97
H -6.22 -1.77 -2.24
H -7.61 0.22 -2.70
H -6.90 2.44 -1.88
H -4.82 2.68 -0.60
H -0.34 4.48 1.25
H 1.92 3.39 2.30
H 2.41 0.68 3.10
H 2.77 0.29 1.42
H 0.80 -3.28 4.26
H 0.00 -3.28 6.57
H -0.79 -1.19 7.63
H -0.77 0.92 6.34
H -0.01 0.94 4.01
H 0.26 -3.85 1.92
H 1.55 -5.89 1.48
H 4.01 -5.78 1.24
H 5.17 -3.61 1.43
H 3.90 -1.56 1.87
O 3.30 0.15 -0.92
C 2.11 0.13 -1.03
O 1.32 -0.74 -0.39
C 1.31 1.06 -1.89
C 1.96 2.04 -2.64
C 1.20 2.83 -3.45
C -0.18 2.60 -3.54
C -1.01 3.33 -4.43
C -2.34 3.03 -4.54
C -2.89 1.98 -3.78
C -2.12 1.27 -2.91
C -0.75 1.58 -2.75
N 0.01 0.84 -1.88
H 3.03 2.13 -2.55
H 1.65 3.62 -4.04
H -0.57 4.12 -5.02
H -2.97 3.59 -5.23
H -3.94 1.72 -3.90
H -2.53 0.44 -2.37
N -1.96 -3.30 -1.19
P -0.81 -2.27 -1.90
C 0.55 -3.37 -2.39
C 0.33 -4.19 -3.51
C 1.28 -5.11 -3.91
C 2.49 -5.19 -3.22
C 2.72 -4.38 -2.12
C 1.75 -3.47 -1.70
C -1.52 -1.82 -3.50
C -2.87 -1.97 -3.79
C -3.36 -1.55 -5.03
C -2.49 -1.00 -5.97
C -1.14 -0.88 -5.68
C -0.65 -1.29 -4.45
C -2.17 -3.28 0.18
C -2.86 -4.33 0.78
C -3.12 -4.28 2.13
C -2.72 -3.17 2.86
C -2.05 -2.17 2.21
N -1.72 -2.22 0.89
H -2.20 -4.17 -1.64
H -0.59 -4.11 -4.07
H 1.10 -5.74 -4.77
H 3.25 -5.89 -3.55
H 3.66 -4.44 -1.59
H 1.96 -2.86 -0.84
H -3.55 -2.40 -3.08
H -4.41 -1.67 -5.26
H -2.87 -0.69 -6.93
H -0.46 -0.46 -6.42
H 0.41 -1.20 -4.24
H -3.18 -5.17 0.18
H -3.65 -5.10 2.60
H -2.94 -3.06 3.91
H -1.75 -1.28 2.74

=====

The following is a DFT calculation (wB97M-V/def2-TZVPD) of a molecular structure, C31H46As2BrN3O2S2SiW in a non-equilibrium geometry.

The calculation puts the electronic energy at -264539.896 eV. Its total charge is +2. The energy above the lowest of the compared OMol25 structures with the same formula, charge and spin comes out at 51.41 kcal per mole. For the highest occupied orbital energy (alpha / beta), the calculation gives -13.16 / -13.16 eV. For the largest force on an atom, the calculation gives 4.59 eV/A.

Geometry (Å):
W 1.14 -0.03 0.07
C 3.18 2.71 0.90
C 2.24 2.77 2.10
N 1.70 1.45 2.45
C 2.70 0.40 2.74
C 3.02 -0.33 1.43
S 2.81 -0.84 -1.62
C 3.60 0.67 -2.27
C 3.82 1.72 -1.18
N 2.68 1.90 -0.24
H 4.14 2.29 1.22
H 3.37 3.74 0.58
H 1.39 3.42 1.89
H 2.80 3.20 2.94
H 1.11 1.57 3.27
H 3.60 0.82 3.21
H 2.25 -0.29 3.46
H 3.40 -1.33 1.68
H 3.89 0.15 0.97
H 2.98 1.04 -3.09
H 4.56 0.37 -2.68
H 4.03 2.67 -1.69
H 4.71 1.43 -0.61
H 2.02 2.52 -0.78
C -1.90 1.45 5.05
Si -3.04 0.98 3.59
C -4.65 1.98 3.70
C -3.43 -0.88 3.45
C -2.11 1.63 2.06
C -2.47 2.86 1.49
C -1.69 3.39 0.47
C -0.59 2.71 0.01
N -0.21 1.47 0.50
C -1.00 1.00 1.53
S -0.38 -0.54 2.08
H -2.41 1.26 5.99
H -1.64 2.51 5.02
H -0.98 0.87 5.05
H -5.28 1.59 4.49
H -5.22 1.93 2.77
H -4.46 3.03 3.92
H -4.29 -1.11 4.07
H -2.60 -1.49 3.79
H -3.67 -1.18 2.43
H -3.33 3.40 1.85
H -1.92 4.35 0.03
H 0.02 3.14 -0.77
C -1.16 -1.70 -2.90
As -1.00 -1.12 -1.01
C -2.78 -0.25 -0.89
C -1.42 -2.91 -0.27
C -2.67 -3.51 -0.40
C -2.88 -4.80 0.05
C -1.84 -5.51 0.62
C -0.59 -4.93 0.75
C -0.37 -3.62 0.32
As 1.37 -2.69 0.52
C 2.48 -3.98 -0.52
C 1.82 -3.45 2.31
H -2.05 -2.32 -3.03
H -0.29 -2.29 -3.20
H -1.23 -0.82 -3.54
H -3.49 -0.72 -1.58
H -2.69 0.80 -1.16
H -3.16 -0.33 0.13
H -3.48 -2.96 -0.87
H -3.86 -5.25 -0.06
H -2.00 -6.53 0.94
H 0.22 -5.49 1.21
H 2.26 -5.01 -0.21
H 3.54 -3.76 -0.36
H 2.27 -3.88 -1.59
H 1.90 -4.54 2.26
H 1.03 -3.18 3.02
H 2.78 -3.07 2.69
Br -1.08 3.93 -7.26
C -0.40 2.46 -6.24
C -0.17 1.24 -6.86
C 0.38 0.20 -6.13
C 0.69 0.37 -4.79
C 0.43 1.59 -4.17
C -0.11 2.64 -4.90
C 0.79 1.81 -2.74
O 1.27 2.87 -2.36
O 0.60 0.81 -1.93
H -0.41 1.11 -7.91
H 0.57 -0.75 -6.61
H 1.16 -0.43 -4.23
H -0.30 3.59 -4.41

=====

The following is a DFT calculation (wB97M-V/def2-TZVPD) of a molecular structure, C10H32AgKN12O10 in a non-equilibrium geometry.

The spin multiplicity is 2. The calculation puts the electronic energy at -69570.081 eV. Its total charge is +1. For the highest occupied orbital energy (alpha / beta), the calculation gives -11.59 / -11.59 eV. For the largest force on an atom, the calculation gives 1.94 eV/A.

Geometry (Å):
Ag -2.79 -0.42 2.00
K -2.34 3.18 0.24
C -0.40 0.12 0.69
O -1.07 1.00 1.37
O 0.46 0.49 -0.11
O -0.88 -1.06 0.78
C 2.43 -2.59 -1.34
O 3.22 -3.50 -1.43
N 1.07 -2.77 -1.52
N 2.74 -1.31 -0.98
H 0.41 -2.06 -1.26
H 0.83 -3.70 -1.81
H 1.96 -0.72 -0.74
H 3.71 -1.08 -0.89
C -2.81 -3.66 2.32
O -3.19 -2.53 2.69
N -3.47 -4.80 2.62
N -1.77 -3.78 1.47
H -4.31 -4.59 3.14
H -3.36 -5.61 2.04
H -1.32 -2.91 1.25
H -1.31 -4.65 1.26
C 2.13 5.00 -0.11
O 2.84 4.84 -1.08
N 2.31 5.94 0.86
N 1.04 4.17 0.13
H 1.66 5.92 1.63
H 2.93 6.72 0.75
H 0.94 3.39 -0.49
H 0.59 4.13 1.03
C 1.69 -3.11 3.18
O 2.71 -3.56 3.67
N 1.71 -2.24 2.12
N 0.42 -3.47 3.58
H 2.59 -1.96 1.75
H 0.87 -2.02 1.61
H 0.36 -4.18 4.30
H -0.23 -2.71 3.61
C 2.50 1.92 3.01
O 3.27 2.50 3.76
N 2.84 1.54 1.76
N 1.18 1.76 3.38
H 3.61 1.99 1.30
H 2.14 1.17 1.13
H 0.45 1.37 2.83
H 0.96 2.31 4.20
C -3.58 -0.85 -1.42
O -3.72 -0.68 -0.21
N -2.42 -1.32 -1.94
N -4.57 -0.61 -2.31
H -1.72 -1.46 -1.23
H -2.31 -1.51 -2.92
H -5.46 -0.25 -2.03
H -4.39 -0.79 -3.28
C -0.95 2.81 -4.26
C -0.30 1.77 -3.35
C 0.93 1.15 -3.99
O -0.02 2.41 -2.11
H -1.34 2.35 -5.17
H -0.32 3.68 -4.45
H -1.89 3.15 -3.79
H -1.09 1.01 -3.24
H 0.63 0.82 -4.99
H 1.27 0.28 -3.43
H 1.76 1.84 -4.08
H 0.14 1.71 -1.47

=====

The following is a DFT calculation (wB97M-V/def2-TZVPD) of a gas-phase ion, C2H5O (charge -1) in a non-equilibrium geometry.

As for the structure (SMILES): CC[O-]. The calculation puts the electronic energy at -4201.585 eV. Its total charge is -1. The energy above the lowest of the compared OMol25 structures with the same formula, charge and spin comes out at 4.85 kcal per mole. For the highest occupied orbital energy, the calculation gives -1.88 eV. For the largest force on an atom, the calculation gives 2.00 eV/A.

Geometry (Å):
C 1.12 0.35 -0.20
C -0.32 -0.17 -0.43
O -1.00 -0.23 0.75
H 1.60 0.51 -1.21
H 1.87 -0.26 0.31
H 0.95 1.22 0.43
H -0.77 0.49 -1.20
H -0.24 -1.19 -0.89